1.
Formula: C39H35AsBrCaCl2N2O7PS2
Source: the Open Molecules 2025 dataset
Level of theory: ωB97M-V/def2-TZVPD

Each line ends with the Löwdin charge.
CARTESIAN COORDINATES (ANGSTROEM)
Ca  0.307  0.533  -0.704  1.0172
Cl  -2.447  2.050  -0.606  0.7319
C  -3.737  0.889  -0.481  -0.6603
C  -4.990  1.318  -0.873  -0.1461
C  -6.072  0.454  -0.821  -0.1228
C  -5.870  -0.842  -0.376  -0.1546
C  -4.606  -1.248  0.012  -0.6865
Cl  -4.448  -2.899  0.552  0.6019
C  -3.466  -0.414  -0.013  -0.7450
S  -1.917  -0.967  0.513  0.4754
H  -5.104  2.332  -1.230  0.0920
H  -7.055  0.783  -1.135  0.0860
H  -6.686  -1.551  -0.329  0.0853
S  3.011  -0.182  0.277  0.4930
C  3.799  -1.717  0.103  -0.7616
C  5.212  -1.767  0.092  -0.1522
C  5.903  -2.955  -0.035  -0.1305
C  5.221  -4.163  -0.160  -0.1338
C  3.835  -4.144  -0.146  -0.1284
C  3.123  -2.953  -0.012  -0.4347
As  1.181  -2.905  0.090  1.2930
C  0.861  -4.832  0.372  -0.3852
C  0.815  -5.272  1.693  -0.1221
C  0.586  -6.607  1.996  -0.1052
C  0.384  -7.526  0.974  -0.1183
C  0.417  -7.098  -0.346  -0.1016
C  0.656  -5.762  -0.643  -0.1062
C  0.721  -2.837  -1.804  -0.4111
C  -0.624  -2.980  -2.152  -0.1405
C  -1.013  -2.954  -3.483  -0.0938
C  -0.063  -2.758  -4.477  -0.1084
C  1.271  -2.583  -4.137  -0.0980
C  1.664  -2.625  -2.805  -0.0968
H  5.746  -0.829  0.181  0.0809
H  6.989  -2.941  -0.041  0.0853
H  5.757  -5.099  -0.263  0.0797
H  3.293  -5.078  -0.239  0.0848
H  0.955  -4.555  2.496  0.0901
H  0.555  -6.928  3.031  0.0922
H  0.196  -8.567  1.206  0.0877
H  0.256  -7.806  -1.150  0.0925
H  0.682  -5.437  -1.677  0.0978
H  -1.373  -3.078  -1.375  0.0692
H  -2.063  -3.036  -3.734  0.1033
H  -0.368  -2.707  -5.517  0.0933
H  2.007  -2.388  -4.907  0.0988
H  2.703  -2.468  -2.541  0.1042
C  -0.751  -1.865  3.805  -0.1882
O  -0.069  -0.731  4.343  -0.3433
P  0.629  0.307  3.250  0.8380
O  2.044  0.548  4.019  -0.3415
C  3.018  -0.476  3.833  -0.1778
O  0.011  1.732  3.730  -0.3399
C  -1.180  2.147  3.052  -0.1573
H  -0.538  -2.720  4.451  0.0697
H  -0.428  -2.086  2.786  0.0025
H  -1.827  -1.688  3.777  0.0685
H  3.952  -0.016  3.515  0.0735
H  2.724  -1.182  3.050  0.0400
H  3.156  -1.013  4.774  0.0744
H  -1.007  3.127  2.609  0.0711
H  -1.995  2.196  3.776  0.0781
H  -1.456  1.457  2.252  0.0208
C  -2.809  0.518  -6.000  -0.0531
N  -1.639  0.555  -5.151  -0.0638
C  -0.422  0.872  -5.680  -0.0922
C  0.689  0.910  -4.933  0.0012
C  0.559  0.590  -3.519  -0.5555
O  1.546  0.558  -2.754  -0.1409
N  -0.664  0.312  -3.012  0.0968
C  -1.782  0.277  -3.757  -0.5231
O  -2.902  0.005  -3.341  0.0169
H  -2.669  -0.185  -6.826  0.0804
H  -3.029  1.508  -6.413  0.0829
H  -3.643  0.195  -5.385  0.0773
H  -0.423  1.087  -6.743  0.1149
H  1.657  1.161  -5.337  0.1010
Br  3.029  8.813  1.460  0.6549
C  2.344  7.116  0.910  -0.6952
C  1.954  6.947  -0.408  -0.1375
C  1.460  5.711  -0.799  -0.0157
C  1.359  4.668  0.112  -0.1127
C  1.759  4.863  1.428  -0.0023
C  2.256  6.093  1.837  -0.1278
C  0.813  3.323  -0.329  -0.6594
O  0.475  3.176  -1.517  -0.0425
O  0.742  2.433  0.566  -0.2044
H  2.036  7.765  -1.111  0.0899
H  1.143  5.527  -1.817  0.1153
H  1.678  4.032  2.119  0.1198
H  2.570  6.253  2.860  0.0945

Computed properties:
Energy: -9689.23730 Ha
E_LUMO: 0.1313 Ha
Multiplicity: 1
Highest occupied orbital energy: -2.022 eV
Total charge: -2

---

2.
Formula: C39H35AsN6O2PdS
Source: the Open Molecules 2025 dataset
Level of theory: ωB97M-V/def2-TZVPD

Each line ends with the Löwdin charge.
CARTESIAN COORDINATES (ANGSTROEM)
Pd  0.490  -1.662  0.533  0.6043
N  3.921  -0.910  3.100  0.0590
C  2.756  -1.262  2.467  -0.8779
S  2.693  -0.989  0.751  0.6246
N  1.801  -1.727  3.205  -0.0165
N  0.643  -2.019  2.494  -0.1773
C  -0.352  -2.397  3.212  -0.0844
C  -1.646  -2.840  2.758  -0.1535
C  -2.614  -3.058  3.755  -0.0580
C  -3.855  -3.568  3.465  -0.1051
C  -4.139  -3.908  2.136  -0.0856
C  -3.211  -3.724  1.142  -0.0302
C  -1.941  -3.157  1.405  -0.3745
O  -1.121  -2.979  0.413  -0.2189
H  4.736  -0.808  2.523  0.0606
H  4.063  -1.314  4.011  0.0914
H  -0.173  -2.403  4.284  0.1304
H  -2.357  -2.812  4.780  0.1084
H  -4.590  -3.716  4.244  0.0943
H  -5.109  -4.320  1.883  0.1034
H  -3.434  -3.981  0.114  0.1128
C  6.683  -0.362  -0.711  -0.0488
C  5.508  0.274  -1.397  -0.2989
C  5.047  -0.189  -2.620  -0.0367
C  3.940  0.370  -3.245  -0.0193
C  3.257  1.412  -2.632  -0.2539
N  2.135  2.063  -3.201  0.1474
C  1.410  1.755  -4.322  -0.5282
O  0.963  2.613  -5.057  0.0693
N  1.131  0.418  -4.582  0.1416
C  0.855  -0.651  -3.720  -0.2066
C  0.543  -1.874  -4.307  0.0010
C  0.217  -2.953  -3.513  -0.0366
C  0.214  -2.800  -2.140  -0.1200
N  0.527  -1.631  -1.575  -0.0657
C  0.845  -0.576  -2.329  -0.0691
C  3.708  1.888  -1.404  -0.0351
C  4.822  1.331  -0.805  -0.0742
H  7.171  -1.091  -1.357  0.0752
H  6.364  -0.887  0.193  0.0698
H  7.426  0.382  -0.418  0.0809
H  5.564  -1.007  -3.108  0.1126
H  3.632  0.004  -4.213  0.1100
H  2.065  3.048  -2.995  0.1411
H  0.704  0.337  -5.492  0.1479
H  0.554  -1.967  -5.387  0.1214
H  -0.034  -3.910  -3.948  0.1122
H  -0.064  -3.595  -1.464  0.1010
H  1.067  0.341  -1.804  0.0975
H  3.169  2.690  -0.913  0.1141
H  5.148  1.712  0.156  0.1175
C  -0.773  3.852  -2.633  -0.1021
C  -0.139  3.989  -1.408  -0.0974
C  -0.272  3.005  -0.434  -0.1183
C  -1.061  1.881  -0.664  -0.3707
C  -1.680  1.744  -1.906  -0.1074
C  -1.538  2.721  -2.881  -0.0852
As  -1.151  0.457  0.686  1.3512
C  -1.038  1.592  2.264  -0.3914
C  -1.819  2.737  2.424  -0.1315
C  -1.688  3.524  3.556  -0.0809
C  -0.768  3.179  4.540  -0.0877
C  0.020  2.051  4.384  -0.0764
C  -0.114  1.260  3.248  -0.1008
C  -3.053  0.030  0.615  -0.3596
C  -3.976  0.375  1.595  -0.0915
C  -5.301  -0.026  1.482  -0.0797
C  -5.717  -0.772  0.389  -0.0904
C  -4.795  -1.145  -0.578  -0.0898
C  -3.468  -0.763  -0.454  -0.1484
H  -0.661  4.609  -3.398  0.1071
H  0.460  4.869  -1.200  0.1045
H  0.229  3.131  0.518  0.1005
H  -2.298  0.879  -2.116  0.0864
H  -2.027  2.600  -3.839  0.1088
H  -2.527  3.019  1.653  0.1112
H  -2.300  4.410  3.671  0.1029
H  -0.665  3.796  5.424  0.1010
H  0.746  1.781  5.140  0.1044
H  0.519  0.390  3.132  0.0635
H  -3.669  0.948  2.460  0.0905
H  -6.010  0.245  2.255  0.1026
H  -6.751  -1.079  0.302  0.1009
H  -5.103  -1.758  -1.416  0.1048
H  -2.741  -1.126  -1.173  0.0938

Computed properties:
Energy: -4748.09594 Ha
E_LUMO: 0.0098 Ha
Multiplicity: 1
Highest occupied orbital energy: -6.825 eV